ORCA calculation (wB97M-V/def2-TZVPD) on a molecular structure, C19H48O23P4S4 in a non-equilibrium geometry.

## Properties
- M: 896.73 g/mol
- Highest occupied orbital energy: -0.343 Eh

The geometry in ORCA input format:
```
! RIJCOSX wB97M-V def2-TZVPD def2/J DEFGRID3
* xyz 0 1
C 5.13 0.17 -2.30
C 4.11 1.03 -3.17
C 2.69 1.22 -2.41
O 1.83 0.06 -2.56
C 0.49 0.60 -2.51
O -0.18 0.54 -3.55
C 0.01 1.24 -1.14
S -1.84 1.17 -1.00
O -2.53 2.61 -1.55
S -3.23 2.36 -3.11
O -3.66 0.92 -3.24
O -4.65 3.30 -3.25
S -6.02 2.28 -3.50
O 4.64 2.27 -3.70
C 5.24 3.07 -2.70
O 4.69 3.47 -1.66
C 6.76 3.57 -2.94
S 7.84 2.25 -3.69
H 4.63 -0.86 -2.15
H 6.11 -0.05 -2.85
H 5.30 0.58 -1.24
H 3.85 0.38 -4.09
H 2.95 1.37 -1.29
H 2.15 2.17 -2.74
H 0.31 2.35 -1.08
H 0.53 0.74 -0.24
H -6.20 2.13 -4.88
H 7.17 3.86 -1.90
H 6.74 4.55 -3.54
H 8.74 1.97 -2.65
C 2.37 -1.60 -0.23
O 1.60 -1.69 0.96
P 2.20 -2.40 2.26
O 2.84 -1.51 3.25
O 3.13 -3.60 1.71
C 4.52 -3.36 1.54
O 0.91 -3.18 2.79
C 1.04 -3.92 4.00
H 3.32 -1.11 -0.04
H 2.53 -2.60 -0.64
H 1.80 -1.02 -0.96
H 4.86 -2.49 2.11
H 4.73 -3.20 0.48
H 5.07 -4.24 1.87
H 1.13 -3.23 4.85
H 1.91 -4.58 3.96
H 0.15 -4.53 4.13
C -11.14 2.62 -8.87
O -10.90 2.25 -7.52
P -9.76 1.19 -7.17
O -8.44 1.75 -6.81
O -9.74 0.15 -8.40
C -8.83 0.37 -9.47
O -10.48 0.35 -6.02
C -9.73 -0.69 -5.41
H -10.23 3.01 -9.34
H -11.53 1.77 -9.43
H -11.90 3.41 -8.87
H -8.01 1.03 -9.18
H -9.36 0.80 -10.32
H -8.41 -0.59 -9.77
H -8.95 -0.27 -4.78
H -9.29 -1.35 -6.15
H -10.41 -1.27 -4.78
C 8.87 -1.12 7.79
O 7.47 -1.21 7.65
P 6.81 -2.33 6.72
O 6.38 -3.57 7.42
O 7.84 -2.55 5.51
C 8.81 -3.59 5.62
O 5.64 -1.51 6.03
C 4.77 -2.21 5.15
H 9.28 -2.07 8.15
H 9.33 -0.85 6.84
H 9.10 -0.34 8.52
H 8.54 -4.34 6.36
H 9.78 -3.16 5.88
H 8.90 -4.08 4.65
H 4.13 -2.88 5.71
H 5.35 -2.77 4.41
H 4.15 -1.48 4.63
C -4.14 2.58 2.01
O -4.89 2.48 3.22
P -4.26 1.76 4.49
O -3.60 2.64 5.48
O -3.34 0.57 3.91
C -1.95 0.82 3.71
O -5.53 0.96 5.05
C -5.37 0.22 6.24
H -3.19 3.07 2.19
H -3.99 1.58 1.59
H -4.72 3.17 1.30
H -1.60 1.68 4.29
H -1.76 0.99 2.65
H -1.39 -0.06 4.03
H -5.27 0.90 7.09
H -4.50 -0.44 6.18
H -6.26 -0.39 6.38
*
```

***

ORCA calculation (wB97M-V/def2-TZVPD) on 3 unconnected molecules or ions with the total composition C19H50N7O2P2 in a non-equilibrium geometry.

## Properties
- M: 470.60 g/mol
- Highest occupied orbital energy: -0.362 Eh

The geometry in ORCA input format:
```
! RIJCOSX wB97M-V def2-TZVPD def2/J DEFGRID3
* xyz 1 1
C 4.25 1.65 -0.25
C 3.96 1.47 -1.53
C 4.80 0.82 -2.60
C 4.44 -0.66 -2.86
C 4.83 -1.49 -1.63
C 6.30 -1.34 -1.24
N 6.79 0.08 -1.25
C 6.29 0.92 -2.38
H 4.90 1.01 0.35
H 3.75 2.44 0.29
H 2.98 1.82 -1.86
H 4.60 1.35 -3.53
H 3.38 -0.79 -3.03
H 5.04 -0.98 -3.72
H 4.17 -1.17 -0.83
H 4.66 -2.54 -1.85
H 6.41 -1.71 -0.22
H 6.93 -1.97 -1.85
H 7.80 0.04 -1.33
H 6.62 0.54 -0.35
H 6.54 1.95 -2.14
H 6.85 0.68 -3.28
O 1.26 2.82 0.85
P -0.11 3.24 1.25
N -0.12 4.92 1.08
C -1.03 5.82 1.75
C 0.14 5.37 -0.28
N -0.14 2.84 2.94
C 0.29 3.83 3.93
C 0.52 1.57 3.19
N -1.75 2.88 0.93
C -2.70 2.66 2.02
C -1.93 1.82 -0.10
H -2.05 5.79 1.33
H -0.66 6.84 1.67
H -1.10 5.61 2.81
H -0.74 5.27 -0.93
H 0.96 4.79 -0.73
H 0.45 6.42 -0.28
H 1.22 4.34 3.65
H 0.44 3.33 4.89
H -0.48 4.58 4.10
H 1.62 1.66 3.21
H 0.26 0.84 2.42
H 0.18 1.17 4.14
H -2.51 1.75 2.59
H -3.69 2.59 1.57
H -2.72 3.51 2.70
H -1.65 0.84 0.29
H -1.31 2.05 -0.97
H -2.96 1.78 -0.44
O -3.21 -1.42 0.34
P -3.09 -2.76 -0.32
N -4.63 -2.79 -1.07
C -5.37 -3.99 -1.40
C -4.79 -1.78 -2.10
N -3.06 -3.80 1.06
C -4.31 -4.19 1.69
C -2.11 -3.32 2.06
N -2.34 -3.87 -1.45
C -2.23 -5.28 -1.10
C -1.06 -3.39 -1.99
H -4.97 -4.52 -2.28
H -6.40 -3.71 -1.62
H -5.42 -4.69 -0.57
H -4.29 -2.07 -3.04
H -4.37 -0.83 -1.77
H -5.85 -1.62 -2.30
H -5.00 -3.34 1.84
H -4.10 -4.63 2.67
H -4.82 -4.96 1.13
H -2.52 -2.50 2.66
H -1.19 -2.96 1.59
H -1.84 -4.14 2.73
H -1.54 -5.48 -0.28
H -1.86 -5.80 -1.99
H -3.20 -5.71 -0.86
H -0.26 -3.40 -1.24
H -1.17 -2.36 -2.35
H -0.75 -4.00 -2.84
*
```

***

ORCA calculation (wB97M-V/def2-TZVPD) on a molecular structure, C19H51F12HfNO20P2S6 in a non-equilibrium geometry.

## Properties
- M: 1274.42 g/mol
- Highest occupied orbital energy: -0.502 Eh
- Relative energy (zero: lowest compared OMol25 entry of this formula, charge and spin): 2.126 eV

The geometry in ORCA input format:
```
! RIJCOSX wB97M-V def2-TZVPD def2/J DEFGRID3
* xyz 2 1
Hf -1.50 15.64 -19.64
P -3.94 18.18 -18.11
F -2.59 18.32 -17.27
F -4.90 18.84 -17.00
F -3.69 19.56 -18.85
F -5.21 17.84 -19.02
F -2.96 17.36 -19.24
F -4.18 16.73 -17.39
P -3.92 16.05 -22.66
F -3.98 14.46 -22.42
F -2.54 15.97 -23.50
F -4.80 15.95 -23.97
F -3.87 17.64 -22.57
F -5.20 16.14 -21.68
F -2.90 16.04 -21.29
C -3.16 16.77 -26.69
N -3.81 15.47 -27.00
O -3.27 14.48 -26.51
O -4.79 15.44 -27.68
H -2.17 16.71 -26.26
H -3.75 17.15 -25.85
H -3.20 17.46 -27.53
O -2.94 20.01 -24.73
S -2.39 20.71 -23.59
O -1.20 20.31 -22.89
O -2.32 22.26 -24.05
C -1.43 23.14 -23.30
C -2.20 24.44 -23.19
C -3.73 20.98 -22.32
H -0.53 23.40 -23.85
H -1.17 22.73 -22.32
H -2.40 24.91 -24.15
H -1.67 25.16 -22.58
H -3.18 24.27 -22.75
H -4.38 20.10 -22.33
H -4.34 21.85 -22.54
H -3.26 21.09 -21.34
O -9.09 12.68 -25.23
S -8.13 13.64 -25.68
O -7.64 13.61 -27.04
O -8.75 15.13 -25.51
C -7.89 16.25 -25.79
C -8.80 17.45 -26.01
C -6.76 13.68 -24.50
H -7.35 16.06 -26.73
H -7.16 16.37 -25.00
H -9.51 17.48 -26.83
H -8.13 18.27 -26.30
H -9.25 17.72 -25.06
H -6.43 12.68 -24.24
H -7.05 14.21 -23.59
H -5.94 14.11 -25.07
O -8.89 18.07 -20.14
S -8.50 17.58 -21.45
O -8.18 16.18 -21.63
O -9.60 17.99 -22.58
C -10.40 19.15 -22.34
C -11.01 19.64 -23.64
C -7.09 18.54 -22.08
H -9.86 19.97 -21.86
H -11.18 18.93 -21.60
H -11.78 20.38 -23.42
H -11.43 18.83 -24.22
H -10.26 20.12 -24.28
H -6.93 18.14 -23.07
H -6.27 18.42 -21.38
H -7.40 19.58 -22.10
O -3.70 14.73 -19.21
S -4.87 13.92 -18.80
O -4.82 12.54 -19.19
O -4.91 14.03 -17.20
C -5.60 12.96 -16.48
C -4.97 12.65 -15.16
C -6.42 14.70 -19.27
H -5.84 12.10 -17.10
H -6.62 13.32 -16.29
H -4.20 11.88 -15.18
H -5.67 12.36 -14.38
H -4.46 13.54 -14.78
H -6.46 14.70 -20.36
H -6.47 15.68 -18.80
H -7.17 13.99 -18.91
O 0.79 15.22 -23.61
S 0.64 16.34 -22.70
O -0.37 16.23 -21.62
O 2.02 16.61 -21.96
C 3.24 16.48 -22.73
C 4.16 17.66 -22.49
C 0.40 17.87 -23.65
H 3.11 16.34 -23.81
H 3.76 15.58 -22.41
H 3.65 18.60 -22.73
H 4.95 17.65 -23.24
H 4.50 17.78 -21.46
H -0.45 17.66 -24.30
H 1.28 17.93 -24.29
H 0.16 18.68 -22.97
O -1.64 13.84 -21.02
S -1.56 12.52 -21.72
O -0.55 11.61 -21.24
O -2.98 11.84 -21.55
C -3.02 10.39 -21.38
C -4.35 9.98 -21.98
C -1.52 12.80 -23.52
H -2.98 10.02 -20.36
H -2.23 9.96 -22.00
H -4.40 10.12 -23.05
H -5.14 10.55 -21.48
H -4.66 8.99 -21.63
H -0.54 13.17 -23.79
H -2.32 13.50 -23.73
H -1.84 11.83 -23.90
*
```

***

ORCA calculation (wB97M-V/def2-TZVPD) on 7 unconnected molecules or ions with the total composition C19H51N5O12 in a non-equilibrium geometry.

## Properties
- M: 541.64 g/mol
- Highest occupied orbital energy (alpha / beta): -0.433 / -0.433 Eh
- ⟨S²⟩: 0.754

The geometry in ORCA input format:
```
! RIJCOSX wB97M-V def2-TZVPD def2/J DEFGRID3
* xyz 1 2
C -18.45 -25.64 5.29
C -17.08 -24.95 5.09
O -17.26 -23.55 5.43
H -19.16 -25.13 4.63
H -18.80 -25.59 6.32
H -18.52 -26.67 4.95
H -16.67 -25.12 4.09
H -16.36 -25.47 5.72
H -17.26 -23.43 6.38
C -15.29 -21.36 7.38
C -16.29 -21.65 8.46
O -16.81 -22.88 8.22
H -14.82 -20.41 7.65
H -15.54 -21.34 6.32
H -14.53 -22.14 7.45
H -17.07 -20.91 8.29
H -15.85 -21.65 9.46
H -17.60 -22.86 8.77
C -14.50 -13.26 3.79
O -14.93 -14.60 3.92
C -13.99 -15.41 4.73
C -14.76 -16.64 4.94
N -14.16 -17.64 5.88
C -14.71 -17.45 7.22
C -16.08 -18.00 7.57
O -17.13 -17.13 7.07
C -18.43 -17.58 7.61
H -15.34 -12.77 3.30
H -13.59 -12.96 3.27
H -14.37 -12.84 4.79
H -13.68 -14.91 5.65
H -13.14 -15.79 4.17
H -14.63 -17.06 3.94
H -15.81 -16.44 5.15
H -14.62 -18.44 5.47
H -14.65 -16.41 7.54
H -14.00 -17.88 7.93
H -16.17 -18.22 8.63
H -16.27 -18.99 7.17
H -18.82 -18.55 7.28
H -19.06 -16.72 7.36
H -18.33 -17.62 8.69
C -11.34 -22.99 5.04
O -12.44 -22.24 4.53
C -12.30 -20.89 4.41
C -13.39 -20.42 3.43
N -14.73 -20.48 4.06
C -15.83 -20.98 3.20
C -16.04 -20.32 1.83
O -17.29 -20.78 1.33
C -17.66 -20.31 0.01
H -11.16 -22.88 6.11
H -10.38 -22.66 4.65
H -11.48 -24.05 4.81
H -11.33 -20.48 4.10
H -12.39 -20.37 5.36
H -13.17 -21.05 2.57
H -13.31 -19.38 3.09
H -14.61 -21.26 4.69
H -16.83 -20.92 3.64
H -15.58 -22.03 3.09
H -15.35 -20.53 1.02
H -15.97 -19.25 2.02
H -17.56 -19.24 -0.16
H -18.72 -20.52 -0.11
H -17.11 -20.93 -0.70
C -13.05 -25.26 6.98
N -13.36 -26.43 6.15
O -13.29 -26.36 4.95
O -13.42 -27.51 6.68
H -13.92 -25.22 7.63
H -13.00 -24.36 6.37
H -12.12 -25.51 7.48
C -11.94 -20.69 10.78
N -12.40 -19.36 10.33
O -12.05 -18.34 10.92
O -13.35 -19.38 9.52
H -10.88 -20.86 10.94
H -12.31 -21.32 9.97
H -12.53 -20.90 11.67
C -16.46 -24.27 11.34
N -17.90 -24.12 11.03
O -18.17 -23.03 10.57
O -18.64 -25.05 11.38
H -16.16 -25.03 12.07
H -16.24 -23.26 11.69
H -16.01 -24.45 10.36
*
```

***

ORCA calculation (wB97M-V/def2-TZVPD) on a molecular structure, C19H52AsF6O17S7 in a non-equilibrium geometry.

## Properties
- M: 965.99 g/mol
- Highest occupied orbital energy (alpha / beta): -0.335 / -0.335 Eh
- ⟨S²⟩: 0.757
- Relative energy (zero: lowest compared OMol25 entry of this formula, charge and spin): 0.381 eV

The geometry in ORCA input format:
```
! RIJCOSX wB97M-V def2-TZVPD def2/J DEFGRID3
* xyz 0 2
As -4.29 -14.14 -12.87
F -4.61 -13.57 -11.19
F -4.64 -15.77 -12.22
F -4.18 -14.70 -14.58
F -3.85 -12.49 -13.34
F -2.56 -14.50 -12.43
F -5.98 -13.83 -13.18
O -5.41 -9.80 -9.34
S -5.60 -10.48 -8.04
O -5.71 -9.62 -6.86
O -6.84 -11.60 -8.06
C -7.13 -12.16 -9.25
C -6.98 -13.68 -9.03
C -4.19 -11.71 -7.78
H -6.36 -11.97 -10.00
H -8.12 -11.93 -9.64
H -6.99 -14.23 -9.97
H -7.82 -14.05 -8.45
H -6.07 -13.93 -8.49
H -3.27 -11.13 -7.79
H -4.24 -12.54 -8.49
H -4.30 -12.13 -6.78
O -8.43 -12.93 -17.79
S -7.09 -13.54 -17.99
O -6.95 -14.73 -18.75
O -6.05 -12.46 -18.70
C -6.39 -11.11 -18.67
C -5.46 -10.37 -19.68
C -6.14 -13.82 -16.43
H -6.12 -10.70 -17.70
H -7.45 -10.98 -18.90
H -5.61 -10.81 -20.67
H -4.40 -10.53 -19.51
H -5.65 -9.30 -19.78
H -5.09 -13.98 -16.63
H -6.55 -14.65 -15.86
H -6.19 -12.97 -15.75
O -2.06 -20.41 -13.04
S -1.64 -19.09 -12.56
O -0.36 -18.92 -11.79
O -1.77 -18.03 -13.89
C -2.87 -18.15 -14.84
C -2.67 -17.26 -16.03
C -3.01 -18.35 -11.53
H -3.82 -18.06 -14.32
H -2.84 -19.21 -15.11
H -1.76 -17.49 -16.59
H -2.61 -16.24 -15.65
H -3.56 -17.27 -16.66
H -2.96 -18.58 -10.46
H -3.98 -18.61 -11.94
H -2.89 -17.28 -11.72
O -10.73 -15.91 -14.69
S -9.28 -15.75 -14.92
O -8.65 -16.45 -15.99
O -8.83 -14.20 -14.72
C -9.76 -13.15 -15.08
C -10.62 -12.92 -13.85
C -8.44 -16.31 -13.38
H -10.27 -13.32 -16.03
H -9.05 -12.37 -15.35
H -10.10 -12.57 -12.96
H -11.22 -13.80 -13.63
H -11.26 -12.08 -14.14
H -8.64 -17.38 -13.44
H -9.08 -15.82 -12.64
H -7.42 -15.93 -13.41
O -10.83 -8.76 -12.14
S -9.71 -9.58 -11.66
O -9.97 -10.96 -11.20
O -8.52 -9.62 -12.83
C -7.22 -10.03 -12.50
C -6.54 -10.39 -13.79
C -8.91 -8.65 -10.25
H -7.24 -10.93 -11.89
H -6.70 -9.22 -11.99
H -6.91 -11.34 -14.17
H -5.45 -10.35 -13.81
H -6.79 -9.71 -14.60
H -8.20 -9.34 -9.80
H -9.73 -8.33 -9.60
H -8.33 -7.85 -10.70
C -1.04 -13.28 -15.71
S -1.69 -12.95 -17.50
O -2.84 -13.91 -17.90
C -2.53 -11.41 -16.94
H -1.77 -13.02 -14.94
H -0.13 -12.72 -15.50
H -0.80 -14.31 -15.46
H -3.09 -11.55 -16.01
H -3.15 -11.20 -17.81
H -1.85 -10.58 -16.71
C -2.61 -15.36 -9.37
S -1.66 -13.79 -8.84
O -1.60 -13.86 -7.32
C 0.05 -14.23 -9.41
H -2.38 -16.13 -8.64
H -2.22 -15.70 -10.33
H -3.68 -15.23 -9.48
H 0.49 -15.03 -8.81
H 0.75 -13.47 -9.06
H 0.17 -14.53 -10.45
*
```

***

Which of these has the lowest M?
C19H50N7O2P2

***

Number 4 is which compound?
C19H51N5O12